C28H22F16N3O21PS2 | wB97M-V/def2-TZVPD

Geometry as ORCA input:
```
! wB97M-V def2-TZVPD RIJCOSX def2/J DEFGRID3
* xyz 0 1
C -4.00 -4.11 -0.55
O -5.85 2.33 1.06
F 3.18 -0.81 7.52
C 0.77 4.17 4.51
F -3.67 -6.29 -3.03
O 1.82 -1.16 -3.98
C 4.21 2.71 5.84
O -4.62 -3.29 0.10
H -2.87 1.03 4.42
C -4.33 3.82 -2.51
F 0.41 3.51 5.82
F 2.00 1.04 -11.64
F 3.93 0.22 5.04
H -5.12 4.04 -3.23
C 1.69 0.45 1.16
C 4.19 1.09 6.21
O -3.46 2.83 -3.01
H -5.71 -1.90 1.25
O 2.79 0.42 -9.63
O -4.41 -4.61 -1.75
C 1.71 0.31 -10.54
H 3.98 0.81 1.78
F 3.54 1.28 8.65
O 5.41 2.25 3.42
H -6.56 -1.28 -0.18
H 0.51 1.99 -9.89
O 4.51 -6.60 4.99
O 0.86 0.56 -8.45
C 1.07 2.98 3.45
H -1.97 0.27 3.24
F 3.23 3.48 6.64
C -3.42 4.97 -2.29
C 2.87 1.20 2.01
F -0.45 5.01 4.18
P -2.02 2.55 2.84
C 0.34 -1.67 -5.61
C 4.39 -5.38 4.95
O 5.27 -4.51 5.53
C -4.52 -0.58 0.03
C -5.63 1.18 0.75
F 3.02 -2.57 3.85
C -2.20 3.16 -2.58
H -2.74 -4.51 -2.94
H 2.75 -3.32 5.69
C -0.13 2.18 2.61
C 0.18 0.97 1.51
H -2.82 -6.63 -0.72
H -1.42 -5.69 -1.30
S 4.16 3.05 3.98
C -5.82 -1.04 0.59
H 1.57 -0.74 -10.82
N -2.75 0.97 3.36
C 3.42 -3.41 4.83
H -3.67 -0.73 0.70
F 5.58 3.18 6.29
C 2.61 2.41 3.13
F -3.83 5.73 -1.25
H 5.01 -2.50 5.96
O -2.76 3.01 1.32
F -4.28 -1.17 -1.17
H 1.83 -0.11 -5.77
C 4.86 -3.21 5.15
C 0.94 -2.10 -3.54
C 1.71 -1.13 -5.39
C 0.56 0.90 -9.79
C 2.22 0.37 -8.40
H -4.79 3.46 -1.58
F 1.68 1.00 7.02
C -3.27 -5.22 -2.30
F 5.54 0.68 6.75
O 2.83 0.16 -7.37
O 0.84 -2.46 -2.38
O 3.37 -4.73 4.33
O -2.19 4.37 -1.95
F 0.28 -2.35 -6.78
O 4.52 4.54 3.62
O -6.26 0.10 1.31
H -3.47 3.71 1.57
H -0.40 0.47 -10.10
O -4.72 0.80 -0.19
C -2.50 -5.66 -1.11
H -0.45 -0.91 -5.58
H 2.49 -1.76 -5.83
N 1.83 -0.64 0.11
F 1.83 5.18 4.70
S 0.14 -0.91 -0.35
H -3.28 5.61 -3.18
O -2.81 -4.66 -0.16
N -0.81 0.19 0.66
H 5.45 -2.89 4.28
O 0.17 -2.59 -4.56
C 3.09 0.69 7.37
O -1.22 2.46 -2.75
*
```

The calculation puts the LUMO energy at -2.736 eV. Its SMILES is NP(O)c1c(C(F)(F)F)c(S(=O)(=O)C(F)(F)C(F)(F)C(F)(F)F)cc2nsnc12.O=C1OC[C@@H](F)O1.O=C1OC[C@@H](F)O1.O=C1OC[C@@H](F)O1.O=C1OC[C@@H](F)O1.O=C1OC[C@@H](F)O1.O=C1OC[C@@H](F)O1. As for the total energy: -5559.52598 hartree.


C9H12N4 | wB97M-V/def2-TZVPD

Geometry as ORCA input:
```
! wB97M-V def2-TZVPD RIJCOSX def2/J DEFGRID3
* xyz 0 1
N -1.11 -0.21 -0.13
H -1.05 2.01 -1.26
H -4.10 -1.40 0.54
H 2.53 0.56 -1.63
H 0.06 1.08 -2.30
N 1.22 -0.19 -0.05
H -0.43 -1.65 -1.49
N -2.43 -1.92 -0.73
C 1.41 -1.22 0.85
H -0.15 0.93 2.07
C 2.35 -0.16 -0.82
N 3.26 -1.03 -0.44
C -0.02 1.60 -1.31
C 2.64 -1.72 0.56
C -3.10 -1.11 0.15
C 0.04 1.60 1.18
C -1.24 -1.38 -0.83
C -2.32 -0.06 0.53
H -2.42 0.72 1.26
H 0.75 2.41 -1.22
H -0.77 2.31 1.20
C 0.06 0.71 -0.07
H 1.00 2.11 1.26
H 3.16 -2.53 1.08
H 0.65 -1.46 1.60
*
```

The calculation puts the LUMO energy at 0.541 eV. The value obtained for the energy above the lowest of the compared OMol25 structures with the same formula, charge and spin is 16.8 kJ/mol. Its SMILES is CC(C)(n1ccnc1)n1ccnc1. As for the total energy: -569.16311 hartree.


C2H6O3P | wB97M-V/def2-TZVPD

Geometry as ORCA input:
```
! wB97M-V def2-TZVPD RIJCOSX def2/J DEFGRID3
* xyz -1 1
P 0.85 1.31 -0.17
H -1.61 -0.83 0.07
C 0.72 -0.08 -1.49
O -0.07 -0.85 1.46
H -0.43 -0.26 -1.51
O 0.97 0.24 1.16
O 2.29 1.72 -0.17
H 1.01 0.54 -2.35
H -2.08 -0.90 1.98
C -1.40 -0.52 1.14
H 1.30 -0.88 -1.33
H -1.56 0.51 1.22
*
```

The calculation puts the LUMO energy at 4.058 eV. The value obtained for the energy above the lowest of the compared OMol25 structures with the same formula, charge and spin is 531.5 kJ/mol. Its SMILES is COOP(C)[O-]. As for the total energy: -646.80518 hartree.


no.,HOMO energy (eV),gap between HOMO and LUMO (eV)
1,-8.873,6.14
2,-8.926,9.47
3,-2.740,6.80